# 1
Molecular formula: C7H23NO3
Method: DFT, ωB97M-V/def2-TZVPD

The geometry in XYZ format:
```
34
C7H23NO3, DFT ωB97M-V/def2-TZVPD
C 2.0384 -1.6990 1.2392
C 2.3528 -0.2310 0.9524
C 1.0848 0.3627 0.3455
C 0.6932 -0.4887 -0.9176
N -0.7514 -0.4765 -1.2374
C -1.0325 0.7787 -1.8616
C -1.5170 -0.9476 -0.0602
C -2.4175 0.0476 0.7997
H 2.3563 -1.9140 2.2444
H 0.9179 -1.9463 1.4300
H 2.7067 -2.3753 0.5693
H 3.2605 -0.1326 0.3573
H 2.4990 0.4040 1.7721
H 0.3071 0.2670 1.2173
H 1.1679 1.4256 0.0561
H 1.2864 -0.0832 -1.8307
H 1.0197 -1.5234 -0.8725
H -0.1942 1.3123 -2.3767
H -1.8648 0.6755 -2.5643
H -1.4886 1.6060 -1.2952
H -2.2936 -1.6584 -0.5464
H -0.8426 -1.5015 0.5545
H -3.1218 -0.5185 1.3026
H -1.6595 0.5845 1.3588
H -2.8659 0.8570 0.1724
O 0.7503 -0.2361 -4.1289
H 0.2613 0.6137 -3.9665
H 0.0607 -0.7757 -3.7950
O -1.5359 3.8795 -0.4297
H -2.3800 3.5419 -0.1511
H -0.9025 3.6017 0.3141
O 0.4701 -1.0067 3.5283
H 0.1970 -1.6076 4.2001
H 1.4376 -0.8355 3.6194
```

Summary:
HOMO energy in hartree: -0.29640
SMILES string: CCCCN(C)CC.O.O.O
Energy above the lowest of the compared OMol25 structures with the same formula, charge and spin in kcal per mole: 65.8
Strongest force on any atom in hartree/bohr: 0.0900
Total energy in eV: -15261.910
Orbital gap in eV: 8.58



# 2
Molecular formula: C7H23NO3PRe
Method: DFT, ωB97M-V/def2-TZVPD

The geometry in XYZ format:
```
36
C7H23NO3PRe, DFT ωB97M-V/def2-TZVPD
C 1.7451 -2.4721 -1.5505
Re 0.1447 -1.1643 -1.4338
N -1.0498 -2.7145 -2.4973
H 1.2822 0.0733 -1.3329
H -0.2560 -2.1626 -0.1555
H 2.5139 -2.3926 -0.7759
H 2.1838 -2.1799 -2.5188
H 1.3873 -3.5098 -1.6158
H -1.5042 -2.3226 -3.3253
H -1.7914 -3.0568 -1.8839
H -0.5257 -3.5413 -2.7863
C 3.0823 0.9967 1.8876
C 2.3891 -0.2601 2.3433
O 0.9875 -0.3193 1.8542
P 0.3254 -0.0988 0.4601
O -0.6094 1.1994 0.6315
C -0.1229 2.5306 1.0617
C -0.5476 2.7744 2.4801
O -1.2158 -0.1274 -2.1065
C -2.4942 0.5020 -1.9951
C -3.3332 -0.0283 -0.8381
H 3.0992 1.0920 0.7935
H 4.1165 0.9536 2.2458
H 2.6088 1.8825 2.3312
H 2.8942 -1.1658 1.9960
H 2.2691 -0.2992 3.4280
H 0.9648 2.5758 0.9264
H -0.6045 3.2314 0.3723
H -0.2051 1.9583 3.1274
H -0.1228 3.7144 2.8430
H -1.6365 2.8547 2.5541
H -2.3174 1.5871 -1.9075
H -2.9926 0.3348 -2.9654
H -3.0376 0.4508 0.1009
H -4.3831 0.2193 -1.0271
H -3.2438 -1.1160 -0.7216
```

Summary:
Expectation value of S²: 3.773
HOMO energy (spin up / spin down) in hartree: -0.36581 / -0.46698
Net charge: +1
2S+1: 4
Strongest force on any atom in hartree/bohr: 0.0779
Total energy in eV: -26673.695
Orbital gap (spin up / spin down) in eV: 6.17 / 7.99



# 3
Molecular formula: C7H23NO5
Method: DFT, ωB97M-V/def2-TZVPD

The geometry in XYZ format:
```
36
C7H23NO5, DFT ωB97M-V/def2-TZVPD
C -2.0107 -1.3841 -1.4673
C -1.0645 -0.5064 -1.1495
C 0.0216 -0.9186 -0.1784
C 0.1939 -2.0916 0.4145
C 1.3670 -2.5134 1.2314
C -1.0319 0.9107 -1.6263
C -1.7671 1.8763 -0.6652
N -3.1746 1.5842 -0.3934
H -2.9355 -1.3564 -2.0313
H -1.8424 -2.4336 -1.2302
H 0.6960 -0.0743 -0.0768
H -0.5217 -2.8794 0.1976
H 1.3479 -1.9440 2.1793
H 2.2606 -2.0010 0.8530
H 1.6005 -3.5406 1.4740
H -0.0372 1.3569 -1.7275
H -1.4870 1.0702 -2.6064
H -1.2247 2.0390 0.2641
H -1.8025 2.8412 -1.1800
H -3.2237 0.7960 0.2356
H -3.6474 1.3810 -1.2542
O 2.5862 -0.9480 -1.8095
H 2.6579 -0.9042 -0.8471
H 1.8390 -1.5563 -1.8867
O 2.9769 0.6397 1.5359
H 3.4771 1.4619 1.5530
H 2.1965 0.7894 2.1055
O 1.8505 1.6784 -0.8941
H 2.1947 1.1244 -1.6093
H 2.2961 1.3047 -0.1147
O -2.0025 -0.7470 1.6091
H -2.7526 -0.3350 2.0668
H -1.7422 -1.3443 2.3252
O 0.5650 1.6185 2.2270
H 0.3987 2.3149 1.5795
H 0.1970 0.7994 1.8649
```

Summary:
HOMO energy in hartree: -0.31050
SMILES string: C=C(/C=C/C)CCN.O.O.O.O.O
Energy above the lowest of the compared OMol25 structures with the same formula, charge and spin in kcal per mole: 44.8
Strongest force on any atom in hartree/bohr: 0.0555
Total energy in eV: -19358.012
Orbital gap in eV: 8.76



# 4
Molecular formula: C7H23NSi3
Method: DFT, ωB97M-V/def2-TZVPD

The geometry in XYZ format:
```
34
C7H23NSi3, DFT ωB97M-V/def2-TZVPD
C 3.4765 1.2840 -1.2079
C 3.1209 1.2530 1.2083
C -4.0207 1.1392 0.8005
C -3.3349 1.0672 -1.6348
C 3.7510 0.5406 0.0012
C -2.8808 0.8526 -0.2105
C 3.3952 -0.9605 -0.1797
N -2.3167 -0.4296 0.0581
Si 3.2815 -2.3864 1.0276
Si -3.3980 -1.7595 -0.1738
Si -0.6953 -0.8185 0.1374
H 2.4707 1.0024 -1.6158
H 3.5763 2.3774 -1.2449
H 4.1153 1.1141 -2.0367
H 2.0534 1.2901 1.2207
H 3.5117 2.2476 1.1501
H 3.4200 0.7565 2.2316
H -4.8942 0.8635 0.3464
H -3.9168 0.5263 1.6566
H -4.1307 2.1354 1.1951
H -2.5076 0.8936 -2.2684
H -3.7215 2.0734 -1.7931
H -4.0823 0.4354 -2.1147
H 4.8236 0.6023 0.2584
H -2.1293 1.6265 0.0052
H 3.3887 -1.2686 -1.2028
H 4.1757 -2.2650 2.1644
H 1.7896 -2.5921 1.2247
H 3.5401 -3.5625 0.1902
H -3.0693 -2.5287 -1.3521
H -4.7931 -1.4159 -0.3825
H -3.3423 -2.4051 1.2431
H -0.6402 -2.1775 0.7588
H -0.0164 0.4885 0.5397
```

Summary:
HOMO energy (spin up / spin down) in hartree: -0.29863 / -0.24232
Strongest force on any atom in hartree/bohr: 0.0726
Total energy in eV: -32750.164
Orbital gap (spin up / spin down) in eV: 8.05 / 6.56



# 5
Molecular formula: C7H23O6
Method: DFT, ωB97M-V/def2-TZVPD

The geometry in XYZ format:
```
36
C7H23O6, DFT ωB97M-V/def2-TZVPD
C -3.0212 0.3244 1.1275
O -2.6207 1.4623 1.8705
C -1.8477 -0.4582 0.5384
C -1.3886 -0.0348 -0.8641
C -0.0111 -0.6260 -1.1938
C 1.1254 -0.2364 -0.6229
C 2.4544 -0.7970 -1.0684
C -0.0386 -1.7275 -2.2558
H -3.5036 -0.3308 1.8527
H -3.7085 0.6343 0.3340
H -0.9934 -0.3958 1.2053
H -2.0878 -1.5295 0.5094
H -1.2064 1.0419 -0.8442
H -2.1227 -0.3076 -1.6155
H 1.1834 0.6063 0.0477
H 3.1375 -0.8470 -0.2308
H 2.4017 -1.8204 -1.4249
H 2.9526 -0.0616 -1.7053
H 0.0668 -2.7231 -1.8209
H 0.6102 -1.5099 -3.1027
H -1.0220 -1.7504 -2.7344
H 0.5444 -1.1786 2.4407
H 0.5868 0.2903 2.8599
O 0.9718 -0.6071 3.0840
H -1.5830 1.5046 1.9282
H 0.1338 2.2982 2.7079
O -0.1136 1.6329 2.0481
H 1.1277 2.5689 -1.7659
H 1.4931 1.3023 -2.5833
O 1.6613 2.2443 -2.5131
H 1.8920 -2.5038 1.7097
H 0.9887 -2.4511 0.4838
O 1.6596 -3.0024 0.9105
H 0.3453 2.4444 0.7952
H -0.4503 3.5098 -0.0632
O 0.3827 3.0340 -0.0443
```

Summary:
HOMO energy in hartree: -0.20938
Net charge: -1
Energy above the lowest of the compared OMol25 structures with the same formula, charge and spin in kcal per mole: 0.0
Strongest force on any atom in hartree/bohr: 0.0339
Total energy in eV: -19918.594
Orbital gap in eV: 8.89



# 6
Molecular formula: C7H24BF4O7
Method: DFT, ωB97M-V/def2-TZVPD

The geometry in XYZ format:
```
43
C7H24BF4O7, DFT ωB97M-V/def2-TZVPD
B 15.6496 7.9194 6.6427
F 15.5825 6.7642 7.4409
F 16.9793 8.3348 6.5362
F 15.1540 7.6131 5.3459
F 14.8918 8.9297 7.2824
O 15.6006 9.5975 3.4680
H 15.3399 8.8800 4.0706
H 16.4988 9.3698 3.2154
O 16.8745 8.5844 9.7552
H 16.3380 9.3250 10.0636
H 16.3768 8.1936 9.0251
C 13.0236 10.0777 9.3941
C 13.5767 10.8048 10.6130
O 14.8375 10.2568 11.0297
O 13.1781 10.7658 8.1577
H 11.9399 9.9592 9.5145
H 13.5143 9.1128 9.2460
H 12.8389 10.7314 11.4143
H 13.8279 11.8249 10.3271
H 14.7174 9.4210 11.4883
H 13.9391 10.3281 7.7557
C 19.6905 6.3383 8.5647
C 18.9401 5.1304 8.0769
O 19.7162 4.4008 7.1028
O 20.7177 6.0058 9.4991
H 19.0482 7.1164 8.9742
H 20.1583 6.8000 7.6822
H 17.9264 5.4046 7.7689
H 18.7758 4.4000 8.8800
H 19.2387 4.3864 6.2705
H 21.0785 5.1508 9.2478
C 10.8322 6.8727 7.7020
C 11.5407 6.3421 6.4729
C 11.5041 7.3521 5.3205
O 12.9013 5.9989 6.8253
H 11.2686 7.8187 8.0277
H 10.9780 6.1780 8.5343
H 9.7625 6.9743 7.5127
H 11.1208 5.3720 6.1822
H 10.8567 8.1962 5.5942
H 11.1715 6.9798 4.3561
H 12.4523 7.8958 5.2417
H 13.4658 6.5126 6.2367
```

Summary:
HOMO energy in hartree: -0.26568
Net charge: -1
Strongest force on any atom in hartree/bohr: 0.0233
Total energy in eV: -33535.263
Orbital gap in eV: 10.21



# 7
Molecular formula: C7H24N2O2PS2
Method: DFT, ωB97M-V/def2-TZVPD

The geometry in XYZ format:
```
38
C7H24N2O2PS2, DFT ωB97M-V/def2-TZVPD
C 3.8613 -0.9866 -0.4863
C 3.4735 0.4925 -0.4239
N 2.1049 0.7396 -0.9718
P 0.9293 1.4666 -0.0752
C -0.6541 0.6707 -0.3555
N -0.4860 -0.7552 -0.1985
H 3.0642 -1.5768 -0.9394
H 4.0523 -1.3942 0.5063
H 4.7581 -1.1453 -1.0829
H 4.1669 1.1102 -0.9928
H 3.5074 0.8581 0.6043
H 2.1625 1.1585 -1.8933
H 1.3050 1.2841 1.2542
H 0.7652 2.8327 -0.2983
H -1.0461 1.0268 -1.3187
H -1.2943 1.0911 0.4263
H -1.2936 -1.2700 -0.5234
H 0.3256 -1.1137 -0.6847
C -2.4205 5.8499 1.0052
S -2.2555 4.0716 1.0781
O -0.9258 3.7638 0.4389
C -3.5023 3.6774 -0.1464
H -1.6744 6.2695 1.6762
H -2.2397 6.1779 -0.0175
H -3.4182 6.1301 1.3411
H -3.2474 4.1676 -1.0854
H -4.4737 4.0104 0.2178
H -3.5192 2.5966 -0.2724
C -0.7383 -4.6536 1.4761
S -0.4439 -4.3017 -0.2600
O -1.7113 -4.5766 -0.9810
C 0.6619 -5.6841 -0.5599
H -1.4668 -3.9282 1.8319
H -1.1406 -5.6621 1.5660
H 0.1923 -4.5505 2.0335
H 0.1446 -6.6099 -0.3100
H 1.5641 -5.5647 0.0395
H 0.9125 -5.6725 -1.6186
```

Summary:
HOMO energy in hartree: -0.40930
Net charge: +1
Strongest force on any atom in hartree/bohr: 0.0115
Total energy in eV: -45674.746
Orbital gap in eV: 8.66